Entry 1:
Density functional theory data (wB97M-V/def2-TZVPD) for a molecular structure, C32H35CdN6O6PS at a distorted geometry.

CARTESIAN COORDINATES (ANGSTROEM)
Cd -0.621 -0.395 -0.755
O -2.499 0.512 -3.930
C -2.078 1.594 -3.146
C -0.586 1.966 -3.260
N 0.336 1.231 -2.377
C 1.026 0.170 -3.117
C 0.132 -1.013 -3.575
O 0.420 -1.570 -4.630
O -0.838 -1.324 -2.817
C 1.325 2.130 -1.760
C 1.117 2.651 -0.282
O 1.540 3.856 -0.126
O 1.296 0.339 0.803
H -2.028 -0.284 -3.602
H -2.316 1.423 -2.085
H -2.663 2.453 -3.501
H -0.519 3.031 -3.016
H -0.291 1.838 -4.313
H 1.768 -0.289 -2.458
H 1.552 0.565 -4.003
H 1.434 3.047 -2.354
H 2.300 1.635 -1.766
C -1.003 6.773 2.155
C -0.167 5.761 2.602
C -0.136 4.541 1.954
C -0.932 4.325 0.832
C -1.751 5.350 0.380
C -1.795 6.566 1.038
P -0.944 2.743 -0.097
C 1.787 1.649 0.686
C 1.197 1.113 1.973
C 2.088 0.748 3.062
C 3.417 0.682 2.857
C 3.998 1.211 1.665
C 3.247 1.770 0.699
C -1.817 1.688 1.109
C -2.526 2.228 2.188
C -3.363 1.437 2.949
C -3.518 0.100 2.632
C -2.796 -0.445 1.574
C -1.935 0.315 0.797
H -1.041 7.720 2.682
H 0.462 5.925 3.469
H 0.509 3.754 2.313
H -2.367 5.186 -0.496
H -2.440 7.354 0.666
H 0.183 1.390 2.245
H 1.649 0.538 4.029
H 4.080 0.346 3.642
H 5.076 1.256 1.607
H 3.687 2.356 -0.095
H -2.423 3.277 2.434
H -3.907 1.874 3.781
H -4.205 -0.517 3.198
H -2.953 -1.490 1.337
C -1.194 -4.908 -2.443
N -1.027 -5.496 -1.122
C -1.839 -6.682 -0.935
C -1.285 -4.545 -0.093
S -2.765 -3.818 0.054
N -0.297 -4.381 0.780
C -0.383 -3.394 1.826
C 1.008 -4.967 0.600
H -0.839 -5.627 -3.183
H -0.601 -3.997 -2.506
H -2.238 -4.650 -2.663
H -2.916 -6.471 -1.006
H -1.633 -7.095 0.055
H -1.565 -7.416 -1.695
H -1.426 -3.266 2.113
H 0.013 -2.435 1.475
H 0.202 -3.733 2.680
H 0.995 -5.621 -0.266
H 1.276 -5.529 1.498
H 1.737 -4.162 0.450
O 1.359 -1.871 -0.718
N 2.279 -2.328 0.040
C 3.539 -1.927 -0.081
C 4.057 -0.949 -0.949
N 4.491 -0.156 -1.662
C 4.515 -2.569 0.694
N 5.371 -3.094 1.261

The largest force on an atom comes out at 1.51 eV/A. Its total charge is -2. The frontier orbital gap is 6.009 eV. The value obtained for the HOMO energy is -1.7 eV. Its spin multiplicity is 1.

Entry 2:
Density functional theory data (wB97M-V/def2-TZVPD) for 11 unconnected molecules or ions with the total composition C32H35Cl2F9O30 at a distorted geometry.

CARTESIAN COORDINATES (ANGSTROEM)
C -1.157 2.343 -4.485
C -0.929 2.592 -5.959
C 0.251 1.870 -6.610
O -0.356 0.713 -7.214
C -1.654 0.985 -7.475
O -2.404 0.390 -8.163
O -2.036 2.033 -6.699
H -0.339 2.740 -3.893
H -1.315 1.287 -4.250
H -2.140 2.734 -4.204
H -0.954 3.656 -6.196
H 0.992 1.474 -5.920
H 0.749 2.460 -7.383
C 0.801 4.673 3.190
Cl -0.615 4.186 2.206
Cl 2.297 4.742 2.255
H 0.583 5.615 3.675
H 0.938 3.885 3.921
C 3.298 2.112 6.474
C 4.022 0.839 5.995
O 3.164 0.341 4.992
C 2.301 1.321 4.621
O 1.491 1.187 3.756
O 2.497 2.437 5.333
F 4.067 -0.026 7.033
H 3.971 2.940 6.664
H 2.707 1.798 7.334
H 5.025 0.993 5.603
C -3.276 3.048 -1.456
C -3.348 2.879 0.059
O -3.890 1.607 0.224
C -4.469 1.196 -0.937
O -5.055 0.186 -1.012
O -4.264 2.076 -1.906
F -4.205 3.840 0.523
H -2.327 2.700 -1.862
H -3.617 3.990 -1.866
H -2.376 2.865 0.546
C 1.357 -4.699 -1.560
C 0.098 -3.997 -2.078
O -0.942 -4.642 -1.410
C -0.461 -5.651 -0.619
O -1.114 -6.240 0.166
O 0.859 -5.803 -0.832
F -0.065 -4.144 -3.420
H 1.874 -4.014 -0.885
H 2.014 -4.979 -2.378
H 0.109 -2.932 -1.854
C -3.877 -1.521 -3.586
C -3.437 -1.129 -4.979
O -4.180 -2.001 -5.817
C -5.319 -2.313 -5.148
O -6.263 -2.795 -5.628
O -5.200 -2.037 -3.831
F -2.088 -1.189 -5.133
H -3.984 -0.664 -2.940
H -3.229 -2.330 -3.250
H -3.731 -0.106 -5.248
C 3.812 3.459 -1.240
C 4.309 2.260 -0.383
O 3.681 1.174 -1.017
C 3.344 1.499 -2.291
O 2.945 0.751 -3.104
O 3.571 2.817 -2.502
F 3.822 2.351 0.891
H 4.581 4.216 -1.383
H 2.949 3.925 -0.760
H 5.399 2.295 -0.367
C 0.153 1.256 0.669
C 0.761 -0.127 0.637
O -0.020 -0.771 -0.353
C -0.540 0.179 -1.180
O -1.213 -0.072 -2.107
O -0.297 1.411 -0.677
F 0.599 -0.773 1.831
H 0.820 2.013 1.082
H -0.678 1.366 1.375
H 1.818 -0.147 0.370
C 3.750 -2.245 1.982
C 4.481 -2.149 0.622
O 5.259 -1.000 0.744
C 4.924 -0.297 1.866
O 5.328 0.763 2.162
O 4.073 -1.021 2.613
F 3.545 -1.946 -0.379
H 4.090 -3.083 2.591
H 2.674 -2.347 1.844
H 5.062 -3.032 0.374
C 0.492 -2.391 5.423
C -0.569 -1.273 5.342
O -0.343 -0.553 6.519
C 0.549 -1.180 7.333
O 0.885 -0.766 8.382
O 1.012 -2.303 6.750
F -1.797 -1.886 5.336
H 1.261 -2.342 4.656
H -0.045 -3.338 5.407
H -0.511 -0.654 4.452
C -4.227 -2.588 0.783
C -2.817 -2.176 0.370
O -2.568 -0.974 1.069
C -3.453 -0.904 2.113
O -3.382 -0.104 2.984
O -4.403 -1.855 2.001
F -2.698 -2.065 -0.982
H -4.229 -3.661 0.966
H -4.955 -2.338 0.016
H -2.053 -2.892 0.690

The largest force on an atom comes out at 2.19 eV/A. As for the SMILES: O=C1OC[C@@H](F)O1.O=C1OC[C@@H](F)O1.O=C1OC[C@@H](F)O1.O=C1OC[C@@H](F)O1.O=C1OC[C@@H](F)O1.O=C1OC[C@@H](F)O1.O=C1OC[C@@H](F)O1.O=C1OC[C@@H](F)O1.O=C1OC[C@@H](F)O1.C[C@H]1COC(=O)O1.ClCCl. The frontier orbital gap is 10.634 eV. The value obtained for the HOMO energy is -10.8 eV. Its spin multiplicity is 1.

Entry 3:
Density functional theory data (wB97M-V/def2-TZVPD) for a molecular structure, C32H35Cl2N3O7S3Y at a distorted geometry.

CARTESIAN COORDINATES (ANGSTROEM)
Y -0.078 1.249 0.336
C 1.199 1.308 -2.820
C -0.320 1.399 -2.899
O -0.797 0.466 -1.922
C -2.163 0.077 -2.037
C -3.030 0.866 -1.049
O -2.497 0.765 0.268
C -2.999 -0.296 1.076
C -1.923 -1.362 1.416
O -0.740 -1.130 0.649
C 0.184 -2.217 0.686
C 1.623 -1.684 0.567
O 1.617 -0.542 -0.283
C 2.928 -0.150 -0.691
C 2.880 1.333 -1.126
O 1.567 1.729 -1.503
H 1.676 1.952 -3.569
H 1.506 0.267 -2.985
H -0.667 1.123 -3.900
H -0.637 2.424 -2.661
H -2.192 -0.986 -1.770
H -2.523 0.202 -3.064
H -4.067 0.514 -1.091
H -3.008 1.934 -1.292
H -3.851 -0.771 0.583
H -3.339 0.165 2.009
H -2.309 -2.368 1.209
H -1.667 -1.287 2.479
H -0.029 -2.893 -0.156
H 0.088 -2.778 1.622
H 2.257 -2.475 0.140
H 2.026 -1.401 1.551
H 3.256 -0.802 -1.512
H 3.635 -0.253 0.140
H 3.589 1.516 -1.941
H 3.134 1.981 -0.282
S 4.010 5.512 2.065
C 2.462 5.157 1.676
S 1.971 4.403 0.164
C 0.317 4.276 0.835
N 0.210 4.796 1.997
N 1.362 5.305 2.459
C 1.409 5.883 3.750
C 0.760 5.249 4.800
C 0.877 5.757 6.082
C 1.617 6.907 6.309
C 2.221 7.562 5.249
C 2.119 7.057 3.966
S -0.940 3.591 -0.113
H 0.176 4.368 4.589
H 0.399 5.251 6.907
H 1.720 7.298 7.310
H 2.777 8.472 5.414
H 2.592 7.568 3.144
Cl 2.025 -1.428 6.663
C 1.427 -2.946 6.074
C 2.070 -4.099 6.490
C 1.657 -5.337 6.035
C 0.609 -5.421 5.134
C -0.019 -4.265 4.723
Cl -1.330 -4.400 3.577
C 0.340 -2.992 5.190
N -0.325 -1.886 4.700
C -0.564 -0.706 5.471
C -1.480 -0.733 6.514
C -1.790 0.427 7.199
C -1.167 1.612 6.847
C -0.229 1.631 5.830
C 0.082 0.479 5.124
C 1.134 0.489 4.051
C 0.647 1.015 2.724
O 1.487 1.326 1.826
O -0.578 1.065 2.451
H 2.897 -4.014 7.177
H 2.154 -6.227 6.381
H 0.277 -6.376 4.759
H -1.172 -2.187 4.223
H -1.938 -1.670 6.794
H -2.510 0.406 8.003
H -1.409 2.522 7.373
H 0.285 2.552 5.597
H 1.460 -0.540 3.865
H 2.010 1.066 4.352

The largest force on an atom comes out at 2.32 eV/A. Its total charge is +1. The frontier orbital gap is 7.453 eV. The value obtained for the HOMO energy is -9.6 eV. Its spin multiplicity is 1.